# 1
Below is a structure of composition C36H33BrInNO4PS in a non-equilibrium geometry, with properties calculated with ωB97M-V/def2-TZVPD.

```
! RIJCOSX wB97M-V def2-TZVPD def2/J DEFGRID3
* xyz -1 1
C 0.0469 3.5259 -2.9814
C -1.2271 4.3072 -2.2639
P -1.1690 3.8773 -0.4042
C -2.1955 5.0902 0.6676
In -2.3126 1.5639 -0.2529
Br -1.2281 0.0758 -2.1234
C -4.4906 1.8556 -0.8081
C -5.2312 3.1085 -0.0191
C -5.5590 4.3431 -1.0783
C -6.7058 2.4967 0.4797
N -1.9737 0.8914 1.7501
C -2.4949 -0.3959 1.8852
S -3.3627 -1.7542 2.4652
H -0.2686 3.0290 -3.9947
H 0.8957 4.3315 -3.1527
H 0.4695 2.6559 -2.2948
H -1.1534 5.4719 -2.4357
H -2.2037 3.8600 -2.7564
H -3.0784 5.4744 -0.0063
H -2.6244 4.4560 1.5796
H -1.5070 5.9397 1.0960
H -5.1162 0.8471 -0.7137
H -4.5437 2.1372 -1.9646
H -4.5811 3.5105 0.8680
H -4.5619 4.8433 -1.4742
H -6.1704 5.2322 -0.5688
H -6.1746 4.0077 -2.0186
H -7.1954 1.8219 -0.3540
H -7.4738 3.3387 0.7479
H -6.4689 1.7824 1.3902
C -0.6240 -3.1688 -1.1473
C -0.3880 -4.2126 -0.2530
C 0.1621 -5.4117 -0.7089
C 0.4663 -5.5722 -2.0662
C 0.2075 -4.5375 -2.9642
C -0.3282 -3.3284 -2.5018
C 0.4781 -4.7136 -4.4056
O 0.2544 -3.8038 -5.1947
C 1.0136 -6.0040 -4.8832
C 1.2204 -6.2048 -6.2543
C 1.7391 -7.4175 -6.7132
C 2.0607 -8.4269 -5.8063
C 1.8505 -8.2317 -4.4404
C 1.3166 -7.0211 -3.9792
C 1.0645 -6.8375 -2.5363
O 1.3426 -7.7259 -1.7390
H -1.0441 -2.2309 -0.7906
H -0.6304 -4.0927 0.8006
H 0.3484 -6.2204 -0.0041
H -0.5202 -2.5112 -3.1949
H 0.9749 -5.4207 -6.9687
H 1.8940 -7.5733 -7.7787
H 2.4715 -9.3690 -6.1628
H 2.0994 -9.0261 -3.7388
C 5.8675 0.0896 6.4102
C 6.5274 1.3110 6.2764
C 5.9366 2.3483 5.5531
C 4.6867 2.1599 4.9510
C 4.0382 0.9307 5.0641
C 4.6247 -0.1034 5.8053
C 2.7426 0.7045 4.3916
O 2.1706 -0.3738 4.4935
C 2.1509 1.7928 3.5881
C 0.9517 1.5729 2.8980
C 0.3784 2.6011 2.1466
C 0.9943 3.8510 2.0898
C 2.1919 4.0712 2.7717
C 2.7762 3.0366 3.5145
C 4.0614 3.2686 4.2029
O 4.6056 4.3655 4.1497
H 6.3237 -0.7158 6.9816
H 7.5018 1.4571 6.7373
H 6.4553 3.3008 5.4573
H 4.1180 -1.0612 5.9094
H 0.4628 0.6009 2.9397
H -0.5501 2.4266 1.6072
H 0.5442 4.6542 1.5104
H 2.6695 5.0482 2.7188
*
```

DFT total energy   -142887.7656 eV
Kohn-Sham gap   0.1992 hartree

---

# 2
Below is a structure of composition C36H33Cl4CuF6N6O14S2 in a non-equilibrium geometry, with properties calculated with ωB97M-V/def2-TZVPD.

```
! RIJCOSX wB97M-V def2-TZVPD def2/J DEFGRID3
* xyz 1 2
Cu 1.6123 -0.0773 -2.3223
C -0.2113 -0.8387 1.8055
F -1.1764 -0.4276 2.6502
F 0.9233 -1.1984 2.5062
F -0.6880 -1.8729 1.1356
S 0.2972 0.5515 0.4654
O -0.5962 0.1780 -0.6666
O 0.1109 1.8803 1.0546
N 1.8708 0.1067 -0.2650
S 2.9228 0.5564 0.8631
O 3.8084 1.5924 0.3856
O 2.3406 0.7061 2.1914
C 3.9124 -1.0937 0.9772
F 4.1996 -1.5706 -0.1928
F 5.0718 -0.9172 1.7050
F 3.1786 -2.0182 1.5799
Cl -2.8432 3.0833 1.9059
C -3.3986 2.2131 3.3802
C -3.5378 3.2614 4.4810
Cl -2.0021 4.1731 4.7000
H -2.6565 1.4423 3.5882
H -4.3215 1.7118 3.0884
H -3.6807 2.7700 5.4434
H -4.3526 3.9805 4.3961
Cl -0.5116 -6.6663 1.5743
C -0.3472 -5.2580 2.5659
C -0.9137 -5.3279 3.9486
Cl -0.1241 -6.6320 4.9231
H -0.9208 -4.4424 2.1256
H 0.7013 -4.9604 2.5784
H -1.9376 -5.6176 3.7124
H -0.8188 -4.4757 4.6216
C -3.1641 -5.1175 -3.9632
C -2.8205 -3.7492 -4.1752
C -1.9383 -3.0393 -3.4162
C -1.1254 -3.8112 -2.4701
C -1.5737 -5.1249 -2.2298
C -2.5723 -5.7503 -2.9050
N -0.0872 -3.1737 -1.5833
O 0.3861 -2.0633 -1.9032
O 0.3552 -3.6935 -0.5555
H -3.7023 -5.7365 -4.6659
H -3.1914 -3.2316 -5.0475
H -1.6926 -2.0034 -3.5982
H -1.0337 -5.6732 -1.4721
H -2.7398 -6.8106 -2.7863
C -4.6398 -0.7306 1.6866
C -4.8651 0.2682 0.8359
C -6.2073 0.6380 0.4571
C -7.2098 -0.2829 0.8148
C -6.8520 -1.4086 1.5681
C -5.6739 -1.5739 2.2015
N -8.6355 -0.0616 0.5413
O -8.9746 0.6712 -0.3000
O -9.4108 -0.6788 1.2512
H -3.6129 -0.8512 1.9985
H -4.0651 0.8761 0.4397
H -6.3354 1.4881 -0.1967
H -7.6001 -2.0341 2.0323
H -5.6098 -2.4502 2.8296
C 5.4645 5.5887 -0.5194
C 4.6052 5.2744 0.4398
C 4.5821 5.7799 1.7503
C 5.5546 6.7634 2.0656
C 6.4518 7.2218 1.0627
C 6.3503 6.5508 -0.1852
N 5.5964 7.2758 3.4567
O 6.2508 8.3142 3.6185
O 5.2390 6.6170 4.4270
H 5.3962 5.1559 -1.5065
H 3.8523 4.5285 0.2318
H 3.8149 5.6111 2.4914
H 7.2597 7.8964 1.3049
H 7.0664 6.9223 -0.9033
C -2.1516 6.3367 -2.6035
C -2.4104 4.9201 -2.5290
C -1.4539 4.0136 -2.2693
C -0.1243 4.4080 -2.1784
C 0.1966 5.7694 -2.1123
C -0.8052 6.7330 -2.4175
N 0.9394 3.3451 -2.0138
O 2.0772 3.7101 -1.7994
O 0.6706 2.1356 -2.0663
H -2.9658 7.0463 -2.6093
H -3.4170 4.5351 -2.4588
H -1.8032 3.0103 -2.0752
H 1.1829 6.1976 -2.0107
H -0.5519 7.7818 -2.3698
C 3.6657 -6.7266 -1.6280
C 3.0560 -5.7077 -0.8999
C 3.2361 -4.3988 -1.3519
C 3.7774 -4.1692 -2.5889
C 4.2178 -5.1958 -3.3232
C 4.1817 -6.5347 -2.8564
N 3.8459 -2.7330 -3.1666
O 3.1668 -1.8140 -2.7147
O 4.7906 -2.4748 -3.9641
H 3.6163 -7.7388 -1.2547
H 2.4676 -5.8741 -0.0097
H 2.6537 -3.6192 -0.8835
H 4.5793 -4.9112 -4.3002
H 4.5583 -7.2489 -3.5736
*
```

DFT total energy   -208149.1758 eV
Kohn-Sham gap (spin up / spin down)   0.2413 / 0.1138 hartree

---

# 3
Below is a structure of composition C36H33ClN4S3Ta, with properties calculated with ωB97M-V/def2-TZVPD.

```
! RIJCOSX wB97M-V def2-TZVPD def2/J DEFGRID3
* xyz 1 1
Ta 1.0884 0.4601 -0.3084
Cl 5.8365 -0.4796 3.0621
C 5.0122 -0.1795 1.5793
C 4.9450 -1.1880 0.6142
C 4.2430 -0.9752 -0.5485
C 3.5978 0.2518 -0.7933
C 2.6025 0.4228 -1.8794
C 3.7630 1.2731 0.1536
C 4.4564 1.0608 1.3415
H 5.4396 -2.1323 0.7967
H 4.1907 -1.7584 -1.2933
H 2.5655 -0.4076 -2.5817
H 2.6541 1.3778 -2.4003
H 3.3906 2.2650 -0.0614
H 4.5631 1.8572 2.0655
N -7.5472 -4.0112 -2.7462
C -6.5702 -3.4351 -2.5662
C -5.3375 -2.7296 -2.3371
C -5.3587 -1.5059 -1.6685
C -4.1713 -0.8528 -1.4038
C -2.9599 -1.4261 -1.8030
C -2.9481 -2.6361 -2.5016
C -4.1358 -3.2871 -2.7669
C -1.7318 -0.8157 -1.4174
C -0.6524 -0.3720 -1.0575
H -6.3024 -1.0829 -1.3536
H -4.1725 0.0897 -0.8733
H -2.0087 -3.0761 -2.8113
H -4.1335 -4.2338 -3.2889
C 0.6537 1.3017 4.4558
C 1.1838 2.1433 3.3306
C 2.1251 3.1229 3.5450
C 2.5331 3.9920 2.5243
C 3.4967 5.1081 2.8125
C 2.0384 3.8144 1.2472
C 1.1188 2.7905 0.9810
C 0.6528 1.9931 2.0368
N 0.7116 2.3819 -0.3030
C 0.3252 3.3491 -1.3813
C 1.5700 4.0502 -1.9688
C -0.6445 4.3631 -0.7798
C -0.3879 2.5613 -2.4746
H 1.2951 1.3668 5.3326
H 0.5685 0.2555 4.1613
H -0.3433 1.6425 4.7424
H 2.5296 3.2552 4.5415
H 4.0035 4.9591 3.7640
H 2.9661 6.0606 2.8623
H 4.2494 5.1935 2.0287
H 2.3845 4.4546 0.4460
H -0.2266 1.3769 1.8787
H 2.4951 3.5425 -1.6943
H 1.6439 5.0833 -1.6290
H 1.5226 4.0674 -3.0570
H -0.1680 4.9701 -0.0098
H -1.5076 3.8581 -0.3436
H -0.9975 5.0330 -1.5644
H 0.2537 1.7860 -2.9047
H -0.6562 3.2402 -3.2837
H -1.2941 2.0915 -2.0976
S 0.1025 -4.6948 -2.4604
C 0.2206 -3.8705 -1.0458
S 1.6162 -2.8792 -0.6726
C 0.8287 -2.3167 0.7656
N -0.3070 -2.8589 0.9917
N -0.6352 -3.7565 0.0162
C -1.9445 -4.3454 0.1272
C -2.9484 -3.6015 0.7379
C -4.2308 -4.1172 0.8015
C -4.5116 -5.3652 0.2601
C -3.4961 -6.1073 -0.3212
C -2.2023 -5.6063 -0.3878
S 1.4642 -0.9525 1.6692
H -2.7203 -2.6315 1.1522
H -5.0152 -3.5400 1.2732
H -5.5179 -5.7608 0.3007
H -3.7044 -7.0897 -0.7230
H -1.4124 -6.1878 -0.8351
*
```

Energy relative to the best compared isomer or geometry (same formula, charge and spin)   0.558 eV
DFT total energy   -90401.0394 eV
Kohn-Sham gap   0.2269 hartree